1.
14
Properties=species:S:1:pos:R:3:mulliken_charge:R:1 method="wB97M-V/def2-TZVPD" gap_ha=0.40330 e_tot_ev=-8372.109 e_above_lowest_ev=1.172 e_lumo_ev=0.90 smiles="C[C@@H](O)CC=O" spin_multiplicity=1
C 1.03290 -1.30191 -0.50017 -1.454
C 0.02636 -0.17615 -0.65958 0.494
O -1.25622 -0.76050 -0.53947 -0.567
C 0.26520 0.93347 0.41044 -0.543
C -1.03757 1.36911 1.03552 0.043
O -1.95704 1.81364 0.38433 -0.521
H 0.81265 -2.10504 -1.20819 0.342
H 2.05410 -0.94417 -0.67036 0.374
H 0.96865 -1.71521 0.51230 0.372
H 0.13617 0.26748 -1.65973 0.220
H -1.90360 -0.06305 -0.71760 0.313
H 0.71005 1.82005 -0.05640 0.287
H 0.95504 0.58705 1.18610 0.323
H -1.14544 1.23972 2.12954 0.316

2.
14
Properties=species:S:1:pos:R:3:mulliken_charge:R:1 method="wB97M-V/def2-TZVPD" gap_ha=0.38803 e_tot_ev=-8371.317 e_above_lowest_ev=1.965 e_lumo_ev=0.85 smiles="CO[C@@H](C)C=O" spin_multiplicity=1
C 2.04516 0.04663 -0.34730 -0.724
O 0.83607 -0.73209 -0.46779 -0.355
C -0.44539 -0.06059 -0.35003 0.517
C -1.59936 -0.96879 0.12617 -1.357
C -0.47335 1.14259 0.61433 -0.003
O -1.48304 1.79758 0.71945 -0.462
H 2.89524 -0.62573 -0.54921 0.263
H 2.15406 0.89261 -1.04640 0.318
H 2.18749 0.41668 0.67345 0.284
H -0.71893 0.29089 -1.35764 0.186
H -1.78970 -1.79447 -0.56111 0.327
H -1.49056 -1.37145 1.14128 0.354
H -2.53671 -0.38398 0.16274 0.383
H 0.41900 1.35014 1.24206 0.268

3.
14
Properties=species:S:1:pos:R:3:mulliken_charge:R:1 method="wB97M-V/def2-TZVPD" gap_ha=0.32239 e_tot_ev=-8369.527 e_above_lowest_ev=3.754 e_lumo_ev=0.52 spin_multiplicity=1
C -0.08996 2.38931 -0.86502 -0.664
C -0.84153 1.30181 -0.58011 -0.044
C -0.20174 -0.02580 -0.53160 -0.350
C -0.93613 -1.12036 -0.89639 -0.221
O -1.87110 -1.41691 -1.85082 -0.469
H -0.41277 3.34429 -1.24089 0.279
H 0.98659 2.19261 -0.82813 0.201
H -1.90058 1.42662 -0.32064 0.323
H 0.77609 -0.16188 -0.08192 0.355
H -0.82539 -1.93436 -0.17227 0.240
H -1.34268 -1.56164 -2.64983 0.350
H 2.45042 -1.29894 4.07486 0.321
H 2.10477 -1.28757 2.58205 0.315
O 2.10403 -1.84717 3.36073 -0.636

4.
14
Properties=species:S:1:pos:R:3:mulliken_charge:R:1 method="wB97M-V/def2-TZVPD" gap_ha=0.35328 e_tot_ev=-8369.493 e_above_lowest_ev=3.789 e_lumo_ev=0.44 spin_multiplicity=1
C -2.03243 -0.19381 1.15719 -0.934
C -0.61825 0.23415 -1.49638 -0.510
O 0.30312 -0.60906 -1.08954 -0.117
C 1.61988 -0.06332 -1.02998 0.696
O 2.38157 -0.39942 -1.87852 -0.463
C 1.90330 0.81162 0.14996 -0.844
H -1.50272 -1.14080 1.01976 0.226
H -1.76795 0.24066 2.12327 0.284
H -3.10985 -0.36542 1.10891 0.301
H -1.50513 -0.43112 -1.61781 0.264
H -1.74664 0.51194 0.37213 0.180
H 1.22272 1.66719 0.17297 0.313
H 2.93646 1.15312 0.07000 0.302
H 1.77540 0.24608 1.07866 0.302

5.
14
Properties=species:S:1:pos:R:3:mulliken_charge:R:1 method="wB97M-V/def2-TZVPD" gap_ha=0.39305 e_tot_ev=-8369.905 e_above_lowest_ev=3.376 e_lumo_ev=0.82 smiles="CCC(=O)CO" spin_multiplicity=1
C 1.89072 1.00002 0.86574 -0.800
C 0.11855 0.97782 0.26733 -0.725
C -0.21810 -0.42894 -0.08242 0.726
O 0.50045 -1.33933 0.28238 -0.635
C -1.46839 -0.79278 -0.88180 -0.479
O -1.61905 -2.17825 -0.92039 -0.539
H 1.95629 1.37601 1.89405 0.248
H 1.67744 1.58833 0.00952 0.332
H 2.37120 0.01413 0.81396 0.266
H -0.22478 1.65555 -0.57803 0.364
H -0.42892 1.34515 1.12733 0.319
H -2.34239 -0.31571 -0.41184 0.285
H -1.39351 -0.37286 -1.89996 0.260
H -0.81952 -2.52913 -0.48586 0.379

6.
14
Properties=species:S:1:pos:R:3:mulliken_charge:R:1 method="wB97M-V/def2-TZVPD" gap_ha=0.34426 e_tot_ev=-8370.600 e_above_lowest_ev=2.682 e_lumo_ev=1.01 smiles="CO/C=C/OC" spin_multiplicity=1
C 0.03432 2.38143 -0.21341 -0.733
O 1.07082 1.47078 -0.51251 -0.355
C 0.74911 0.14998 -0.45530 -0.158
C -0.18339 -2.24106 0.75161 -0.691
C -0.44002 -0.41284 -0.68440 -0.046
O -0.69120 -1.74655 -0.47139 -0.354
H 0.52101 3.32352 0.04922 0.239
H -0.63419 2.54683 -1.06745 0.275
H -0.55911 2.01576 0.63605 0.359
H 1.60386 -0.44988 -0.15313 0.289
H 0.90352 -2.13956 0.78620 0.272
H -0.61534 -1.69998 1.60720 0.318
H -0.44708 -3.29852 0.81076 0.231
H -1.31229 0.10009 -1.08345 0.354